Below is a cluster of 2 separate species, C5H13IN in total at a distorted geometry, with properties calculated with ωB97M-V/def2-TZVPD.

The geometry in XYZ format:
```
20
Properties=species:S:1:pos:R:3
C 1.022 -0.241 1.212
C 1.356 -1.197 -1.011
C 1.089 1.159 -0.802
C -0.805 -0.329 -0.321
C -3.098 0.733 1.388
N 0.677 -0.107 -0.202
I -4.135 0.149 -0.269
H 0.760 -1.305 1.580
H 2.111 -0.103 1.342
H 0.451 0.514 1.747
H 2.445 -1.072 -0.955
H 1.019 -2.236 -0.721
H 1.065 -1.096 -2.097
H 0.515 1.920 -0.397
H 2.141 1.289 -0.661
H 1.057 1.118 -1.833
H -1.156 0.361 -1.135
H -1.038 -1.346 -0.242
H -2.014 0.336 1.390
H -3.461 1.454 1.986
```

Properties
Max |F|   0.1002 Eh/bohr
Total charge   +1
Energy above the lowest of the compared OMol25 structures with the same formula, charge and spin   5.232 eV
HOMO-LUMO gap (alpha / beta)   9.35 / 6.15 eV
Calculated total energy   -550.313331 Eh